DFT (the ωB97M-V functional and the def2-TZVPD basis) results for 9 unconnected molecules or ions with the total composition C50H115N5O10 in a non-equilibrium geometry.

Calculated values
⟨S²⟩	0.754
charge	+1
lowest unoccupied orbital energy (spin up / spin down)	-2.72 / -6.95	eV
2S+1	2

XYZ file:
```
180
Properties=species:S:1:pos:R:3:forces:R:3:mulliken_spin:R:1
O -1.7166 2.8312 5.2249 -0.70 0.24 -0.70 0.001
O -1.7121 4.2616 7.3184 2.88 0.22 -0.18 0.000
O -2.4733 -5.8905 -4.8540 1.13 -0.61 -1.16 0.000
O -3.6100 -1.2437 -1.8412 0.93 0.13 0.42 0.000
O -0.7378 5.3883 1.4231 0.42 0.36 1.21 0.000
O -0.2259 -1.6177 -8.5139 0.77 -1.66 0.83 0.000
O 3.5516 2.1983 5.8013 0.31 -1.29 -0.85 0.068
O -2.6790 3.0512 -6.4164 -0.28 0.48 2.09 0.000
O 2.9280 -2.1131 -6.9217 0.89 0.08 -0.26 0.000
O -3.6254 -3.5332 3.9295 -0.29 0.39 0.17 0.000
N -0.8533 5.7867 5.1243 -0.08 -0.28 -0.04 0.000
N -2.5401 -4.1720 4.4812 1.30 -2.72 -0.42 0.000
N -2.3190 -1.0982 -1.2870 1.26 0.02 1.51 0.000
N 2.7696 -0.8010 -7.3635 -1.25 1.34 0.23 0.000
N 3.3581 1.4623 4.6483 1.82 -0.22 0.21 0.671
C -2.9580 0.8512 0.1080 0.64 0.20 -2.51 0.000
C -1.1085 -4.7050 6.5040 1.00 -1.14 -1.07 0.000
C 4.9934 -0.2736 -8.5549 -0.02 -0.64 0.97 0.000
C 3.3110 3.5280 3.2966 -0.58 0.61 0.38 0.021
C 3.0751 -1.4346 -9.7510 -0.57 -0.91 0.58 0.000
C -2.2963 -3.9219 5.9041 -0.40 1.16 2.00 0.000
C 3.4827 -0.0088 4.7293 -2.37 -2.14 2.58 -0.007
C 2.9628 -0.7613 3.4482 2.13 1.12 0.61 0.022
C 0.1610 -4.7051 5.6006 -2.99 -1.01 -0.29 0.000
C -0.5339 0.4731 -0.3379 -0.93 -1.16 0.54 0.000
C 3.6028 -0.1512 2.1829 -1.20 0.73 0.97 -0.005
C -1.0164 0.9183 4.0595 0.67 0.43 -0.09 0.000
C 1.5388 -0.4097 -5.2065 -0.37 0.35 0.59 0.000
C 3.9615 0.4598 -5.4532 -0.46 0.12 -0.98 0.000
C 3.4724 -0.4051 -8.6153 -1.16 -0.03 -1.77 0.000
C -0.0220 -1.9422 -0.9767 2.16 1.54 0.01 0.000
C -1.9074 1.2227 -2.2686 -0.82 -0.40 -0.05 0.000
C 3.8952 2.1151 3.4643 -0.05 1.52 -1.59 -0.015
C -1.3255 -2.0998 -1.7216 -1.09 -0.58 -1.40 0.000
C 5.4521 2.2314 3.4389 0.24 -0.88 0.31 0.090
C -0.2901 6.2970 3.9248 -0.15 -1.36 -2.01 0.000
C 0.4870 -0.4507 -0.9537 -1.37 -0.40 -0.38 0.000
C -1.1291 -1.9411 -7.4254 -0.24 1.44 -1.86 0.000
C -2.0155 -2.4169 6.1770 -0.63 0.94 0.15 0.000
C 0.0202 5.8015 6.2863 -1.78 2.10 -1.08 0.000
C 2.5293 -0.5935 5.9237 0.20 0.73 0.11 0.032
C -0.2639 4.6989 7.2424 -1.05 0.47 1.41 0.000
C -1.9284 0.3022 -0.9946 -0.56 1.26 0.85 0.000
C -3.5507 -4.3428 6.7923 0.47 -0.39 -0.74 0.000
C -4.1694 -4.8063 -3.7091 -1.94 -0.68 0.31 0.000
C -0.8205 1.7916 5.2668 -0.11 -0.29 -0.24 -0.004
C -1.8698 -5.0296 2.1717 -1.40 -1.19 1.24 0.000
C -1.2169 5.9296 2.7066 -0.72 1.00 -1.18 0.000
C 4.9432 -0.4245 5.1854 -0.30 0.78 -0.47 0.102
C 2.5930 2.0081 -7.9941 -0.35 -0.77 -1.04 0.000
C -0.7422 -3.0772 3.1442 0.48 1.85 -0.77 -0.001
C -0.3577 4.0296 1.3687 0.67 -0.02 0.51 -0.001
C -1.7958 -3.4847 -1.3706 -0.80 -0.50 1.71 0.000
C -3.4528 3.8295 -5.4420 -2.37 1.16 -1.74 0.000
C -4.8705 4.0611 -6.0882 -0.20 -0.51 0.02 0.000
C -1.4260 -4.3487 3.4982 1.71 -1.37 1.34 0.000
C 1.8958 1.4235 -6.7845 2.49 -0.73 1.06 0.000
C -1.1827 -2.1328 -3.2700 0.51 1.15 -0.15 0.000
C -3.5245 -6.1785 -4.0047 -0.76 1.88 1.76 0.000
C -1.9264 -0.6524 -7.3936 -2.05 -0.17 1.41 0.000
C 3.3831 1.3758 2.2221 -0.85 -0.69 0.03 0.051
C -0.3451 -5.2867 4.1906 1.04 1.57 0.20 0.000
C 2.8205 0.9279 -9.1029 0.03 0.61 0.76 0.000
C 2.6317 0.1071 -6.1861 -2.05 1.12 -0.88 0.000
C -2.5297 5.2245 7.9650 0.16 0.28 0.02 0.000
H -1.8120 -2.8774 -3.7575 -0.12 0.20 0.15 0.000
H -2.1405 -0.0910 -8.3030 0.59 -0.65 -0.47 0.000
H 1.0934 0.4454 -4.6981 0.43 0.61 0.17 0.000
H -4.7263 4.4335 -7.1024 0.13 -0.48 -0.26 0.000
H -2.4600 -5.8581 2.5633 -0.61 -0.09 -0.19 0.000
H -1.0241 -2.1251 6.5233 0.40 -0.44 -0.31 0.000
H 3.9158 1.0507 -4.5384 -0.67 -0.32 0.22 0.000
H -2.2520 -1.7883 5.3185 0.11 0.00 -0.19 0.000
H -3.5037 -4.0258 -3.3406 0.14 -0.31 -0.79 0.000
H -0.5059 -2.3258 3.8976 -0.71 -0.12 0.58 0.000
H -0.1054 7.3710 3.9441 -0.13 0.10 0.12 0.000
H 4.5147 1.1190 -6.1221 0.35 -0.32 -0.02 0.000
H -2.1326 2.2879 -2.2162 -0.37 0.06 1.05 0.000
H 0.7487 -2.4455 -1.5605 -0.11 -0.37 -0.13 0.000
H -1.3904 -2.6413 2.3840 0.35 0.74 -0.18 0.000
H -3.5210 4.8035 8.1328 0.23 -0.23 0.01 0.000
H -3.5599 -0.8201 -2.7012 -0.18 0.02 -0.63 0.000
H -3.8398 1.0801 -0.4903 -0.33 0.28 0.51 0.000
H 2.9930 -2.4543 -9.3745 0.49 -0.04 0.37 0.000
H -3.1508 -6.5291 -3.0427 0.25 -0.53 -0.24 0.000
H 3.5393 4.2622 4.0692 0.52 -0.18 0.02 0.000
H 4.5001 -0.4673 -5.2568 0.29 0.12 0.05 0.000
H 3.6134 3.9208 2.3259 0.31 -0.01 0.17 -0.002
H 2.0938 2.1640 -6.0095 -0.83 0.12 0.36 0.000
H -0.9434 1.2223 6.1881 0.08 -0.31 0.18 0.000
H -0.9506 1.2865 -2.7867 0.06 -0.84 -0.15 0.000
H 2.3115 1.5724 2.2557 -0.36 -0.32 -0.14 -0.030
H -1.3742 -5.7552 6.6247 -0.28 -0.10 -0.03 0.000
H -0.9537 1.5063 3.1438 -0.17 0.21 0.01 -0.002
H 3.4970 2.5485 -7.7133 0.23 -0.25 0.01 0.000
H 5.6296 -0.4501 4.3390 -0.01 0.15 0.16 -0.002
H -5.5687 4.8096 -5.7135 0.58 0.36 0.95 0.000
H 1.0802 5.9037 6.0538 0.33 -0.71 -0.31 0.000
H 0.0089 -2.4627 -0.0196 -0.44 0.38 0.29 0.000
H 1.7988 -1.0481 -4.3621 0.60 -0.41 -0.37 0.000
H -2.4524 3.6127 -7.1613 -0.13 0.24 0.07 0.000
H -2.7049 0.8310 -2.9002 0.27 0.18 -0.66 0.000
H -4.9547 -4.8332 -2.9535 0.02 -0.49 0.55 0.000
H -0.2006 6.8018 6.6587 0.19 0.04 1.10 0.000
H 1.9011 2.7741 -8.3442 0.17 0.15 -0.46 0.000
H 5.8908 2.6994 4.3202 -0.25 0.03 0.02 -0.002
H 3.3982 -1.7494 3.5971 -0.41 -0.25 -0.07 -0.003
H -0.1229 0.2944 4.0358 -0.43 -0.91 -0.16 0.003
H -2.4681 1.7664 0.4404 -0.50 0.15 0.39 0.000
H -0.7804 3.4944 0.5183 -0.90 0.15 0.29 0.000
H 5.2527 0.3053 5.9336 0.31 -0.08 -0.08 -0.002
H -1.1858 -5.5967 1.5404 0.96 0.73 0.31 0.000
H 2.2225 3.5403 3.2404 -0.20 -0.41 0.07 0.008
H -4.5001 -3.9075 6.4803 0.16 0.01 -0.30 0.000
H 3.6765 -1.5189 -10.6561 0.61 0.59 0.31 0.000
H -2.1129 5.3783 2.9921 0.28 -0.58 0.44 0.000
H -1.4154 -1.1297 -3.6275 -0.25 0.00 -0.43 0.000
H -3.3198 -2.6394 3.7581 -0.23 0.72 -0.19 0.000
H 1.4954 -0.8072 5.6526 0.15 -0.11 -0.75 -0.002
H 0.6618 5.8201 3.6911 0.67 -0.08 0.03 0.000
H -2.0497 5.4790 8.9099 -0.27 0.17 0.18 0.000
H 0.5654 -5.2796 3.5916 -0.15 0.14 -0.62 0.000
H -1.6518 -2.8644 -7.6752 -0.31 0.34 -0.59 0.000
H -2.6535 6.1155 7.3494 0.12 0.10 -0.04 0.000
H 0.4556 -3.6557 5.5982 0.56 -0.08 -0.73 0.000
H 0.4453 -0.2134 -2.0167 0.66 0.29 -0.23 0.000
H 0.4937 3.9433 7.0345 -1.05 -1.11 -0.05 0.000
H -1.4855 0.0710 -6.7078 0.02 -0.01 0.21 0.000
H -0.0013 5.0774 8.2303 -0.08 -0.19 0.27 0.000
H -0.2246 1.5180 -0.3629 -0.14 0.09 -0.40 0.000
H -2.6499 -1.9996 6.9590 -0.26 -0.27 0.13 0.000
H 0.6114 -0.7969 -5.6286 0.50 -0.50 -0.73 0.000
H 2.9671 -0.5894 1.4135 0.90 0.07 -0.74 0.000
H 1.8753 -0.8311 3.4269 0.11 0.22 -0.06 -0.015
H 2.9668 -1.4967 6.3491 0.02 -0.06 -0.45 -0.003
H -1.0627 -4.2238 -1.6937 -0.18 -0.10 -0.16 0.000
H -4.2192 -6.8898 -4.4515 -0.14 -0.07 0.25 0.000
H 3.4124 1.3102 -9.9346 0.30 0.14 0.13 0.000
H -1.9975 0.4442 4.0849 0.35 -0.43 -0.01 0.000
H 5.4800 -0.0501 -9.5043 -0.33 0.25 0.01 0.000
H -0.6674 -6.3251 4.1129 -0.22 -0.02 1.00 0.000
H -2.5198 -4.4563 1.5107 0.07 0.27 0.35 0.000
H -2.9298 -0.8945 -7.0435 -0.25 0.32 0.57 0.000
H 2.0611 -1.3222 -10.1348 -0.14 0.63 0.28 0.000
H -0.7304 0.2846 0.7175 0.51 -0.42 0.37 0.000
H 0.2619 -3.2036 2.7394 -0.14 -0.56 -0.65 0.000
H -1.6561 6.8697 2.3731 0.11 0.07 -0.14 0.000
H -3.2419 0.1787 0.9175 0.48 -0.16 -0.19 0.000
H 0.7004 3.8669 1.1636 0.64 0.66 0.04 0.001
H 5.9014 1.2469 3.3088 -0.03 0.03 0.23 -0.003
H -4.8091 -4.5356 -4.5491 0.60 0.60 -0.51 0.000
H -2.8167 -3.7489 -1.6461 0.32 0.20 -0.60 0.000
H 0.8324 1.2472 -6.9464 0.10 -0.10 0.08 0.000
H 4.9626 -1.4086 5.6536 -0.42 0.10 -0.17 0.002
H 2.7206 2.6149 6.0410 -0.70 0.23 0.05 0.019
H -3.1997 4.8753 -5.2680 1.41 -0.08 -0.24 0.000
H 4.6702 -0.3720 2.1764 -0.17 -0.35 -0.57 0.002
H -3.5670 3.4247 -4.4365 0.55 -0.90 -0.45 0.000
H 3.6789 1.9349 1.3344 0.53 -0.29 0.03 0.000
H 1.4694 -0.1875 -0.5618 0.24 -0.73 -0.06 0.000
H -1.4859 5.0105 4.9924 0.52 -0.22 0.10 0.000
H 1.8675 0.7086 -9.5845 -0.22 -0.15 0.37 0.000
H 5.2727 0.4275 -7.7683 0.23 0.19 -0.37 0.000
H 0.1842 2.2144 5.2749 0.83 -0.05 -0.07 0.003
H -2.9064 -5.8023 -5.7061 0.49 0.18 -0.38 0.000
H 2.3636 0.0250 6.8058 0.63 0.59 -0.10 0.001
H 3.8230 -2.0571 -6.5792 0.48 -0.95 0.38 0.000
H -0.1718 -2.2975 -3.6429 0.18 -0.26 0.30 0.000
H -3.6210 -5.4305 6.7873 -0.24 -0.07 -0.43 0.000
H -0.7736 -2.1716 -6.4211 1.02 0.24 -0.06 0.000
H -5.4977 3.1697 -6.0723 0.34 -0.31 -0.44 0.000
H -0.7559 -4.3974 7.4885 -0.79 0.59 0.16 0.000
H -1.8733 -3.5237 -0.2840 0.31 -0.19 0.21 0.000
H 5.3963 -1.2383 -8.2466 0.18 -0.19 0.06 0.000
H -0.4883 3.5461 2.3368 -0.64 -0.32 -0.06 0.000
H 0.2280 -0.8213 -8.2288 0.48 0.05 -0.03 0.000
H 5.7898 2.7670 2.5517 -0.54 0.32 0.04 0.003
H -1.6514 3.2767 6.0728 -0.78 0.43 0.43 0.000
H -3.4509 -4.1276 7.8562 0.53 0.50 -0.07 0.000
H 0.8963 -5.3270 6.1111 0.23 0.05 -0.42 0.000
```
Positions in Å, forces in eV/Å.